Arrangement one

A cluster of 7 separate species, H14O7 in total, computed with ωB97M-V with the def2-TZVPD basis set.

```
21
Properties=species:S:1:pos:R:3:nbo_charge:R:1
O -0.56066 1.37051 0.99298 -1.010
O 0.60020 1.70944 -1.71863 -0.983
O -0.49008 -2.14963 -1.34475 -0.996
O -0.69658 -1.32760 1.38258 -0.991
O 1.90190 -0.38145 -0.09228 -0.953
O -1.52607 0.03351 -2.45837 -0.948
O 0.90700 0.50529 3.26606 -0.983
H -0.15533 1.60723 0.12803 0.493
H 1.09068 -0.87869 -0.13583 0.471
H 1.74260 0.11692 0.69857 0.483
H 1.21197 1.10478 4.00696 0.472
H 0.79263 2.41384 -2.35801 0.488
H -0.78187 0.40938 0.95417 0.499
H -0.68941 -1.25045 -1.68919 0.494
H -0.93868 0.80726 -2.30497 0.504
H 1.44436 1.22688 -1.65800 0.517
H -0.53232 -1.78193 2.19549 0.497
H 0.42138 1.01122 2.62796 0.497
H -0.46634 -1.87880 0.62181 0.501
H -2.00354 0.00754 -1.62452 0.470
H -1.27184 -2.67525 -1.49008 0.478
```

- Net charge: 0
- SMILES: O.O.O.O.O.O.O
- E_HOMO: -11.0 eV
- 2S+1: 1
- Kohn-Sham gap: 11.309 eV
- LUMO: 0.30 eV

---

Arrangement two

A cluster of 7 separate species, H14O7 in total, computed with ωB97M-V with the def2-TZVPD basis set.

```
21
Properties=species:S:1:pos:R:3:nbo_charge:R:1
O 1.36279 -0.00618 -2.59586 -0.927
O 1.43104 1.26357 2.11970 -0.951
O 0.31558 -3.12688 -0.09714 -0.959
O -0.73588 2.41541 -0.49277 -0.958
O -3.46596 -1.51999 0.45164 -0.944
O -0.72134 -0.45575 0.00866 -0.987
O 3.05281 0.23038 -0.10612 -0.943
H -3.97851 -1.02008 1.09397 0.471
H 2.26226 0.43430 0.40356 0.477
H -0.24752 0.38099 -0.09845 0.501
H 0.00683 -2.22681 0.07962 0.492
H 0.91048 0.53821 2.48059 0.482
H -2.87844 -2.07105 0.97953 0.478
H -0.23648 3.23677 -0.46228 0.481
H 0.89245 2.04659 2.26484 0.475
H -1.44193 2.57944 -1.12528 0.481
H -0.41396 -3.55023 -0.55639 0.457
H -1.62652 -0.20772 0.22526 0.487
H 1.26039 0.94771 -2.54662 0.460
H 3.77899 0.47112 0.47518 0.460
H 0.47291 -0.35980 -2.50163 0.468
```

- Net charge: 0
- SMILES: O.O.O.O.O.O.O
- E_HOMO: -10.5 eV
- 2S+1: 1
- Kohn-Sham gap: 10.357 eV
- LUMO: -0.11 eV

---

Energy relative to the most stable one, in eV: arrangement one 0.000; arrangement two 0.834

---

Arrangement one

A cluster of 6 separate species, H14O7 in total, computed with ωB97M-V with the def2-TZVPD basis set.

```
21
Properties=species:S:1:pos:R:3:nbo_charge:R:1
O 2.95681 -2.03858 0.62407 -0.892
O -2.42073 -1.79324 -1.74563 -0.910
O -4.81640 1.21850 0.45242 -0.914
O 1.35048 -1.78931 0.38532 -0.861
O 0.22391 1.35985 2.05156 -0.924
O -0.48258 0.03232 -0.18350 -0.931
O 3.27049 2.92513 -1.60697 -0.940
H 3.11220 -1.48927 -0.11293 0.451
H 3.84874 -2.41457 0.70674 0.381
H -1.19123 0.52834 -0.57269 0.462
H -2.60363 -1.59781 -0.89962 0.447
H 2.49494 2.99105 -1.08428 0.469
H 4.01375 3.10291 -1.00459 0.470
H -4.55741 0.31797 0.49258 0.456
H -0.15028 0.49480 2.11562 0.461
H 1.15229 -2.10913 -0.41402 0.451
H -0.97448 -0.58933 0.42643 0.465
H -4.34592 1.47991 -0.34400 0.459
H 1.29612 -0.80359 0.30134 0.474
H -2.57191 -1.00422 -2.24813 0.463
H -0.17915 1.77560 2.81947 0.462
```

- Net charge: 0
- E_HOMO: -7.5 eV
- 2S+1: 1
- Kohn-Sham gap: 7.187 eV
- LUMO: -0.32 eV

---

Arrangement two

A cluster of 7 separate species, H14O7 in total, computed with ωB97M-V with the def2-TZVPD basis set.

```
21
Properties=species:S:1:pos:R:3:nbo_charge:R:1
O -3.14351 -3.34871 1.69493 -0.940
O -1.90378 3.28622 -2.84605 -0.937
O 2.70129 -2.28814 -3.43849 -0.940
O -0.67310 -6.22340 -0.73210 -0.938
O -0.96867 3.68107 1.77464 -0.941
O 0.95491 -0.03737 0.19555 -0.939
O 4.26063 4.00469 2.38628 -0.933
H -1.32337 4.55607 1.93206 0.472
H 0.30303 -0.62481 0.57789 0.469
H -1.11253 3.38519 -3.37555 0.468
H 2.70560 -1.60055 -2.77259 0.471
H 0.72353 0.82877 0.53097 0.471
H -3.80731 -2.77033 1.31934 0.470
H 2.02039 -2.89638 -3.15101 0.468
H 4.70250 4.84890 2.47740 0.466
H -1.56385 3.09350 2.24022 0.470
H -1.53485 -6.38207 -1.11739 0.467
H 3.59183 4.15474 1.71813 0.467
H -1.62172 3.48583 -1.95340 0.469
H -0.83663 -5.59469 -0.02909 0.471
H -3.47442 -3.55854 2.56826 0.470
```

- Net charge: 0
- SMILES: O.O.O.O.O.O.O
- E_HOMO: -11.2 eV
- 2S+1: 1
- Kohn-Sham gap: 11.304 eV
- LUMO: 0.13 eV

---

Energy relative to the most stable one, in eV: arrangement one 5.347; arrangement two 0.000

---

Arrangement one

A cluster of 7 separate species, H14O7 in total, computed with ωB97M-V with the def2-TZVPD basis set.

```
21
Properties=species:S:1:pos:R:3:nbo_charge:R:1
O 2.51857 1.01374 0.75831 -0.956
O -2.55065 -1.01357 -0.30254 -0.970
O -0.22568 -2.06304 1.48643 -0.967
O -0.08898 1.33266 2.13954 -0.952
O 1.36009 -1.46091 -0.68372 -0.977
O -0.49599 1.78054 -0.69526 -0.998
O -0.37949 -0.46517 -2.16083 -1.014
H -0.02208 -1.49135 2.20229 0.471
H -0.07925 1.46106 1.15769 0.493
H 1.79750 -0.62397 -0.53737 0.487
H 0.35293 -1.04632 -1.90742 0.514
H -1.74125 -0.79889 -0.81584 0.498
H -0.24693 1.25451 -1.44214 0.509
H -1.10849 -1.86794 1.07586 0.514
H -2.74459 -0.14259 0.10701 0.471
H -0.66723 2.70862 -0.95462 0.485
H 2.42400 1.66805 0.04154 0.467
H 0.91931 -1.56197 0.18255 0.502
H -0.40168 -0.41378 -3.14265 0.483
H -0.42583 0.47083 2.15158 0.451
H 1.80572 1.25947 1.33960 0.486
```

- Net charge: 0
- SMILES: O.O.O.O.O.O.O
- E_HOMO: -11.5 eV
- 2S+1: 1
- Kohn-Sham gap: 11.602 eV
- LUMO: 0.11 eV

---

Arrangement two

A cluster of 7 separate species, H14O7 in total, computed with ωB97M-V with the def2-TZVPD basis set.

```
21
Properties=species:S:1:pos:R:3:nbo_charge:R:1
O -1.19669 1.07817 -2.61434 -0.977
O -0.07376 -0.89758 -0.52689 -0.976
O -0.34585 2.49261 2.60731 -0.943
O -1.88378 1.34268 0.10600 -0.986
O 1.47161 -0.52799 2.28475 -0.953
O 0.23179 -3.19741 1.10910 -0.969
O 2.07806 -0.79879 -2.55514 -0.970
H -0.51506 1.87472 1.87954 0.485
H -1.86679 1.33693 -3.25913 0.487
H 0.59842 2.42819 2.77656 0.456
H 1.88796 0.30169 2.54033 0.470
H -0.40951 0.86732 -3.13710 0.506
H 1.92714 -1.63528 -3.00747 0.467
H -1.83069 1.28103 -0.86692 0.495
H 0.70092 -0.60552 2.86448 0.483
H 1.00655 -2.97684 1.63741 0.466
H 1.51183 -0.84088 -1.76630 0.493
H -0.79886 -0.50335 -1.02596 0.497
H -2.75894 1.69789 0.29595 0.480
H 0.11489 -0.25956 0.17682 0.499
H 0.15076 -2.45801 0.48099 0.490
```

- Net charge: 0
- SMILES: O.O.O.O.O.O.O
- E_HOMO: -10.6 eV
- 2S+1: 1
- Kohn-Sham gap: 10.732 eV
- LUMO: 0.13 eV

---

Arrangement three

A cluster of 7 separate species, H14O7 in total, computed with ωB97M-V with the def2-TZVPD basis set.

```
21
Properties=species:S:1:pos:R:3:nbo_charge:R:1
O -0.37138 -2.18543 0.76519 -0.964
O -0.61338 1.88857 -1.01081 -0.991
O -1.46438 -0.74543 -1.61981 -0.941
O 1.06062 -0.03343 0.61219 -0.987
O 1.31862 -1.05743 -1.90181 -0.987
O -2.02738 2.85357 0.99919 -0.940
O 2.48762 -1.54843 2.53419 -0.946
H -1.57138 2.52957 1.73619 0.476
H 0.42262 0.70757 0.45319 0.507
H 1.61962 -0.11843 -0.17881 0.515
H -1.12338 -0.66043 -2.51881 0.458
H 2.12162 -1.16143 1.71319 0.478
H -1.19738 0.16957 -1.32781 0.481
H -1.19938 2.40257 -0.41781 0.511
H -2.75238 3.21257 1.49519 0.490
H -1.09338 -1.66143 1.06519 0.448
H 2.91762 -2.36943 2.18819 0.459
H -0.81938 2.15257 -1.89881 0.486
H 0.24262 -1.42343 0.70019 0.470
H 0.41062 -0.98443 -1.62381 0.491
H 1.63162 -1.96743 -1.76381 0.486
```

- Net charge: 0
- SMILES: O.O.O.O.O.O.O
- E_HOMO: -10.1 eV
- 2S+1: 1
- Kohn-Sham gap: 10.032 eV
- LUMO: -0.09 eV

---

Energy relative to the most stable one, in eV: arrangement one 0.000; arrangement two 0.236; arrangement three 0.889

---

Arrangement one

A cluster of 2 separate species, C7H13N in total, computed with ωB97M-V with the def2-TZVPD basis set.

```
21
Properties=species:S:1:pos:R:3:nbo_charge:R:1
N 0.66626 -0.29889 1.22664 -0.363
C -1.62543 1.73636 -0.48782 -0.602
C -1.21095 -1.86892 1.10454 -0.649
C -0.83418 1.10341 -1.62360 -0.607
C 2.69582 -0.15083 -0.02813 -0.068
C 3.45305 -0.54628 -0.88218 -0.270
C 0.12484 -1.37396 0.67988 -0.066
C 1.82512 0.30734 0.95164 -0.289
H -1.34101 0.21404 -1.99240 0.197
H 2.08716 1.17287 1.53576 0.213
H 0.11639 0.13829 1.96273 0.413
H -1.16908 -2.92743 1.36586 0.223
H 0.16096 0.82386 -1.29311 0.214
H 0.66470 -1.86231 -0.11114 0.209
H -0.73230 1.80236 -2.44964 0.203
H -1.94850 -1.76398 0.30423 0.218
H 4.11565 -0.87502 -1.62506 0.227
H -1.08700 2.58633 -0.07341 0.202
H -2.59007 2.08710 -0.84658 0.203
H -1.57084 -1.31782 1.97379 0.203
H -1.80059 1.01350 0.30799 0.187
```

- Net charge: 0
- E_HOMO: -6.5 eV
- 2S+1: 1
- Kohn-Sham gap: 7.366 eV
- LUMO: 0.82 eV

---

Arrangement two

The molecule C7H13N, computed with ωB97M-V with the def2-TZVPD basis set.

```
21
Properties=species:S:1:pos:R:3:nbo_charge:R:1
N -1.29106 2.87002 0.54539 -0.871
C -0.27709 -0.80442 0.24863 -0.161
C -0.37345 1.69130 0.51530 -0.004
C 0.53023 1.46995 1.85896 -0.642
C 0.11790 -1.41472 -0.90281 -0.238
C 1.13761 -2.43774 -1.01753 -0.224
C 1.23267 -3.19341 -2.14446 -0.386
C -1.22167 0.35807 0.30051 -0.458
H 1.61567 -2.71111 -0.05240 0.206
H -1.70152 0.42060 -0.73709 0.207
H 0.02048 1.27747 2.86300 0.218
H -0.06644 -0.97989 -1.81569 0.191
H -2.03456 2.83603 -0.08321 0.358
H 1.15002 2.46873 1.84743 0.218
H 0.30838 1.72055 -0.42107 0.166
H -0.85111 3.90195 0.38169 0.363
H 0.99307 0.52197 1.53868 0.220
H -0.00939 -1.30899 1.22919 0.199
H 0.59589 -2.94639 -3.07140 0.202
H -1.90290 0.32029 1.13559 0.223
H 2.02728 -4.06026 -2.21871 0.211
```

- Net charge: 0
- SMILES: C=C/C=C/C[C@H](C)N
- E_HOMO: -8.5 eV
- 2S+1: 1
- Kohn-Sham gap: 9.439 eV
- LUMO: 0.92 eV

---

Arrangement three

A cluster of 2 separate species, C7H13N in total, computed with ωB97M-V with the def2-TZVPD basis set.

```
21
Properties=species:S:1:pos:R:3:nbo_charge:R:1
N 1.58933 -1.06290 0.11381 -0.833
C -0.90655 -2.14944 0.75839 -0.401
C -0.25381 -0.05092 -2.39515 -0.435
C 0.62765 1.17648 0.66410 -0.160
C 0.77734 -0.32164 1.05422 -0.141
C -0.88206 0.87978 -1.68158 -0.355
C -0.10668 2.06607 1.31175 -0.416
C -0.56894 -0.96481 1.23369 -0.175
H -0.01538 3.12347 1.11193 0.200
H -1.90321 -2.53570 0.86132 0.196
H 1.17517 -0.99300 -0.81801 0.367
H -1.74611 0.62870 -1.08785 0.202
H -0.66412 1.92723 -1.81430 0.196
H -0.55639 -1.08593 -2.36548 0.199
H -1.28354 -0.36837 1.77759 0.195
H 1.29421 -0.34510 2.02687 0.214
H 2.52581 -0.67453 0.07648 0.359
H -0.85740 1.79596 2.03680 0.189
H 1.40907 1.51532 -0.00522 0.196
H -0.19983 -2.75811 0.21702 0.208
H 0.54542 0.19745 -3.07638 0.194
```

- Net charge: 0
- SMILES: C=CC(N)C=C.C=C
- E_HOMO: -9.1 eV
- 2S+1: 1
- Kohn-Sham gap: 10.301 eV
- LUMO: 1.17 eV

---

Arrangement four

A structure of composition C7H13N, computed with ωB97M-V with the def2-TZVPD basis set.

```
21
Properties=species:S:1:pos:R:3:nbo_charge:R:1
N -1.18811 -1.47992 -0.69339 -0.427
C 0.37153 1.78536 -1.19910 -0.630
C 1.01026 -0.68526 -0.37170 -0.328
C -1.49694 -0.14881 -0.35814 -0.030
C -2.58934 -0.25669 0.86231 -0.623
C 0.00531 -1.76183 -0.60361 0.139
C 1.93465 -1.07930 0.74211 -0.602
C 0.24794 0.64341 -0.18245 -0.196
H 1.54365 -0.50747 -1.33769 0.216
H -2.31929 -0.71274 1.80206 0.218
H 2.81261 -0.54370 0.57426 0.210
H 0.29257 -2.79361 -0.79250 0.178
H 1.26851 2.35844 -0.94843 0.209
H -1.69570 0.54550 -1.24360 0.204
H -0.36628 2.46569 -1.06636 0.211
H 0.43422 1.42559 -2.19825 0.203
H -3.48768 -0.72458 0.41413 0.221
H -2.85007 0.80851 0.99952 0.203
H 0.41600 1.13495 0.82569 0.198
H 1.54289 -0.80485 1.69054 0.214
H 2.32273 -2.05923 0.60081 0.212
```

- Net charge: 0
- E_HOMO: -8.7 eV
- 2S+1: 1
- Kohn-Sham gap: 9.817 eV
- LUMO: 1.10 eV

---

Energy relative to the most stable one, in eV: arrangement one 1.270; arrangement two 0.510; arrangement three 0.218; arrangement four 0.000

---

Arrangement one

A cluster of 2 separate species, C7H13N in total, computed with ωB97M-V with the def2-TZVPD basis set.

```
21
Properties=species:S:1:pos:R:3:nbo_charge:R:1
N 0.99240 0.93535 -0.61786 -0.614
C -2.52263 1.65406 0.86521 -0.219
C -0.29189 -0.90012 -1.93347 -0.639
C 2.01466 1.34286 0.30616 -0.416
C -1.62287 -0.76865 1.22903 -0.315
C -0.32950 -1.02970 1.54093 -0.301
C 0.78801 -0.82468 -0.87906 -0.241
C -2.11983 0.53194 1.05247 -0.050
H 2.99093 1.05313 -0.07731 0.187
H -1.28825 -0.84894 -1.49593 0.205
H -0.20479 -0.06241 -2.62002 0.225
H -2.85852 2.64508 0.71796 0.235
H 0.31289 -0.24738 1.90954 0.204
H 1.92089 0.91262 1.32398 0.153
H 0.86586 -1.76807 -0.32531 0.205
H 1.77762 -0.87759 -1.33233 0.187
H 0.08925 1.28096 -0.29477 0.354
H -2.31395 -1.57775 1.01645 0.227
H 2.00107 2.43003 0.43203 0.203
H -0.19344 -1.82943 -2.49855 0.212
H -0.00793 -2.05130 1.68087 0.201
```

- Net charge: 0
- SMILES: C#CC=C.CCNC
- E_HOMO: -8.9 eV
- 2S+1: 1
- Kohn-Sham gap: 9.736 eV
- LUMO: 0.79 eV

---

Arrangement two

The molecule C7H13N, computed with ωB97M-V with the def2-TZVPD basis set.

```
21
Properties=species:S:1:pos:R:3:nbo_charge:R:1
N 0.53474 -0.20341 1.32196 -0.429
C 0.34681 -0.12976 -1.12520 -0.234
C -0.60793 -1.15470 -0.53764 -0.482
C -0.37793 0.97276 -1.88327 -0.608
C 1.24109 1.91283 0.37458 -0.614
C -1.16538 -1.76774 2.02282 -0.662
C -0.38319 -1.00544 1.01704 0.320
C 1.16705 0.40345 0.19329 -0.055
H -1.03560 -2.84411 1.85639 0.222
H -0.38011 -2.18027 -0.82520 0.220
H 1.07578 -0.59890 -1.78948 0.204
H -1.14264 1.44074 -1.26402 0.202
H 1.74290 2.12640 1.31994 0.224
H 2.18968 0.00933 0.14262 0.191
H -0.86414 0.55509 -2.76700 0.210
H -0.82733 -1.51252 3.02850 0.237
H -2.22958 -1.53434 1.92369 0.222
H 0.24365 2.34956 0.41052 0.205
H 1.81180 2.37217 -0.43378 0.206
H 0.31639 1.74155 -2.21612 0.211
H -1.65607 -0.95270 -0.76965 0.212
```

- Net charge: 0
- SMILES: CC1=N[C@H](C)[C@H](C)C1
- E_HOMO: -9.3 eV
- 2S+1: 1
- Kohn-Sham gap: 10.376 eV
- LUMO: 1.05 eV

---

Energy relative to the most stable one, in eV: arrangement one 4.989; arrangement two 0.000

---

Arrangement one

The molecule C3H7FN2O, computed with ωB97M-V with the def2-TZVPD basis set.

```
14
Properties=species:S:1:pos:R:3:nbo_charge:R:1
F 2.07044 0.90390 0.72739 -0.319
O -0.08126 -1.61300 -0.64672 -0.759
N -0.84345 -0.86445 1.60302 -0.744
N 0.23938 -0.09481 1.47952 -0.279
C -0.46372 0.88442 -1.26367 -0.643
C 1.02646 0.08564 0.48051 0.539
C 0.44620 -0.37504 -0.98150 0.089
H 1.14761 -0.65803 -1.96560 0.225
H 0.66157 0.47477 2.24777 0.387
H 0.06044 1.81183 -1.39224 0.218
H -1.40295 -0.49589 2.36139 0.335
H -0.63476 -1.77186 0.12310 0.524
H -1.06724 0.66052 -2.21146 0.215
H -1.15872 1.05202 -0.56150 0.213
```

- Net charge: 0
- E_HOMO: -8.0 eV
- 2S+1: 1
- Kohn-Sham gap: 8.753 eV
- LUMO: 0.77 eV

---

Arrangement two

A structure of composition C3H7FN2O, computed with ωB97M-V with the def2-TZVPD basis set.

```
14
Properties=species:S:1:pos:R:3:nbo_charge:R:1
F 1.33110 1.89215 0.22791 -0.329
O 2.04923 -1.12783 0.41978 -0.540
N 1.25451 -0.40406 -0.45476 -0.171
N -1.83152 0.59366 0.15368 -0.814
C -0.64557 0.43461 -0.50477 -0.117
C 0.70217 0.73044 0.14678 0.527
C -0.02574 -0.92684 -0.81469 -0.243
H -1.82330 -0.03935 0.96790 0.371
H 1.45854 -1.41460 1.24604 0.447
H -0.40834 -1.66724 -0.17782 0.196
H 0.72286 0.47161 1.91323 -0.118
H -0.63810 1.11229 -1.47033 0.195
H -0.15559 -1.20677 -1.94579 0.217
H -1.99024 1.55193 0.29282 0.379
```

- Net charge: 0
- E_HOMO: -9.6 eV
- 2S+1: 1
- Kohn-Sham gap: 10.200 eV
- LUMO: 0.63 eV

---

Energy relative to the most stable one, in eV: arrangement one 0.000; arrangement two 1.398